One molecule with the formula C3H7NO3S, computed with wB97M-V/def2-TZVPD.

Output
Energy relative to the best compared isomer or geometry (same formula, charge and spin) in kJ/mol: 241.9
Gap between HOMO and LUMO in Eh: 0.3773
Highest occupied orbital energy in eV: -10.168
Total charge: 0
SMILES: [H]/N=C(\C)OS(C)(=O)=O
Calculated total energy in eV: -21689.467

Geometry (Å):
H  3.386  0.568  0.063
N  2.431  0.989  0.123
C  1.466  0.087  0.017
C  1.842  -1.360  -0.271
O  0.058  0.284  0.120
S  -1.675  -0.230  -0.036
C  -2.246  1.552  0.046
O  -2.000  -1.016  1.109
O  -2.038  -0.696  -1.329
H  2.668  -1.657  0.312
H  1.053  -2.029  -0.177
H  2.214  -1.581  -1.307
H  -2.189  1.983  1.018
H  -1.533  2.034  -0.603
H  -3.221  1.648  -0.193

Results of the Mulliken charge analysis, in e, for atoms 1 through 5: H 0.26; N -0.72; C 0.81; C -1.09; O -0.48

A 2-piece molecular cluster, C3H7NO4 overall, computed with wB97M-V/def2-TZVPD.

Output
Energy relative to the best compared isomer or geometry (same formula, charge and spin) in kJ/mol: 544.3
Gap between HOMO and LUMO in Eh: 0.3107
Highest occupied orbital energy in eV: -7.900
Total charge: 0
SMILES: ON=C(O)O.C=CO
Calculated total energy in eV: -12900.346

Geometry (Å):
O  -0.932  -1.274  1.526
N  -0.100  -0.193  1.124
C  -0.875  0.795  0.723
O  -0.373  1.989  0.473
O  -2.186  0.715  0.610
H  -0.427  -1.668  2.256
H  -1.049  2.519  0.025
H  -2.412  -0.220  0.781
C  2.045  -0.108  -0.890
C  0.903  -0.773  -0.638
O  -0.398  -0.460  -1.461
H  2.991  -0.633  -0.851
H  2.060  0.956  -1.086
H  0.898  -1.840  -0.461
H  -0.146  0.193  -2.131

Results of the Mulliken charge analysis, in e, for atoms 1 through 5: O -0.49; N -0.34; C 0.73; O -0.42; O -0.47

One molecule with the formula C3H7NO4S, computed with wB97M-V/def2-TZVPD.

Output
Energy relative to the best compared isomer or geometry (same formula, charge and spin) in kJ/mol: 128.8
Gap between HOMO and LUMO in Eh: 0.3668
Highest occupied orbital energy in eV: -9.735
Total charge: 0
Calculated total energy in eV: -23738.529

Geometry (Å):
C  -0.586  0.163  0.129
C  0.736  0.191  -0.731
C  -1.285  -1.243  -0.007
H  -1.272  1.708  -1.161
H  -1.392  2.017  0.635
H  -0.236  0.244  1.141
H  0.470  -0.098  -1.753
H  1.201  1.155  -0.716
H  2.483  -0.435  1.993
H  -2.715  -0.125  0.243
N  -1.526  1.229  -0.191
O  1.962  -0.008  1.339
O  3.352  -0.469  -0.744
O  -2.538  -1.105  -0.019
O  -0.707  -2.321  -0.041
S  2.052  -0.901  -0.117

Results of the Mulliken charge analysis, in e, for atoms 1 through 5: C 0.14; C -0.94; C 0.40; H 0.30; H 0.32

A 2-piece molecular cluster, C3H7NO5 overall, computed with wB97M-V/def2-TZVPD.

Output
Energy relative to the best compared isomer or geometry (same formula, charge and spin) in kJ/mol: 820.4
Gap between HOMO and LUMO (spin up / spin down) in Eh: 0.3085 / 0.2938
Highest occupied orbital energy (spin up / spin down) in eV: -10.532 / -10.306
Total charge: 0
Calculated total energy in eV: -14944.296

Geometry (Å):
C  0.844  -2.043  -0.273
O  0.141  -1.000  0.484
C  -0.560  -0.118  -0.309
C  -1.453  0.850  0.689
O  -2.224  1.602  -0.190
O  0.095  0.582  -1.245
O  1.264  1.482  -0.141
N  2.372  0.843  -0.195
O  3.338  1.502  0.260
H  1.175  -2.714  0.544
H  0.148  -2.618  -0.895
H  1.705  -1.650  -0.837
H  -1.404  -0.635  -0.863
H  -2.086  0.202  1.338
H  -0.711  1.392  1.331
H  -2.644  2.324  0.304

Results of the Mulliken charge analysis, in e, for atoms 1 through 5: C -0.72; O -0.34; C 0.27; C -0.45; O -0.49

A 2-piece molecular cluster, C3H7NOS overall, computed with wB97M-V/def2-TZVPD.

Output
Energy relative to the best compared isomer or geometry (same formula, charge and spin) in kJ/mol: 926.6
Gap between HOMO and LUMO in Eh: 0.1735
Highest occupied orbital energy in eV: -8.466
Total charge: 0
Calculated total energy in eV: -17588.326

Geometry (Å):
C  -0.470  -0.362  -0.265
C  -1.510  -1.321  -0.042
S  2.850  0.077  -0.044
C  -1.870  0.390  -0.691
N  0.183  0.244  0.856
O  -2.589  0.891  0.281
H  -1.376  -2.347  -0.390
H  -1.369  1.240  -1.213
H  -2.089  -1.217  0.864
H  -2.480  -0.029  -1.542
H  0.167  -0.458  -1.139
H  1.162  -0.045  0.901
H  0.325  1.250  0.813

Results of the Mulliken charge analysis, in e, for atoms 1 through 5: C 0.40; C -0.74; S -0.18; C -0.58; N -0.49

One molecule with the formula C3H7NOS, computed with wB97M-V/def2-TZVPD.

Output
Energy relative to the best compared isomer or geometry (same formula, charge and spin) in kJ/mol: 330.9
Gap between HOMO and LUMO in Eh: 0.3280
Highest occupied orbital energy in eV: -8.447
Total charge: 0
SMILES: COCC(N)=S
Calculated total energy in eV: -17594.500

Geometry (Å):
C  0.806  -1.593  -1.003
O  0.119  -0.429  -1.374
C  0.033  0.514  -0.462
C  -0.837  0.535  0.738
N  -0.754  1.660  1.524
S  -2.018  -0.592  0.725
H  0.228  -2.373  -0.333
H  1.839  -1.290  -0.394
H  1.123  -2.076  -2.136
H  -0.343  1.235  -1.135
H  1.089  0.736  -0.008
H  -1.586  1.604  2.257
H  0.300  2.067  1.601

Results of the Mulliken charge analysis, in e, for atoms 1 through 5: C -0.61; O -0.26; C -0.51; C 0.34; N -0.47

One molecule with the formula C3H7NOS2, computed with wB97M-V/def2-TZVPD.

Output
Energy relative to the best compared isomer or geometry (same formula, charge and spin) in kJ/mol: 433.0
Gap between HOMO and LUMO in Eh: 0.3345
Highest occupied orbital energy in eV: -8.795
Total charge: 0
SMILES: COCSNC=S
Calculated total energy in eV: -28428.754

Geometry (Å):
C  2.672  -0.316  -0.529
O  1.331  -0.844  -0.168
C  0.458  -0.061  0.727
S  -0.260  1.458  -0.128
N  -1.844  0.699  -0.581
C  -2.907  0.241  0.249
S  -4.318  -0.348  -0.242
H  2.708  -0.987  -1.353
H  3.439  -0.602  0.378
H  2.644  0.654  -1.016
H  1.027  0.370  1.731
H  -0.347  -1.006  1.121
H  -1.876  0.102  -1.541
H  -2.729  0.640  1.351

Results of the Mulliken charge analysis, in e, for atoms 1 through 5: C -0.64; O -0.31; C -0.27; S 0.02; N -0.30

One molecule with the formula C3H7NOS2, computed with wB97M-V/def2-TZVPD.

Output
Energy relative to the best compared isomer or geometry (same formula, charge and spin) in kJ/mol: 143.0
Gap between HOMO and LUMO in Eh: 0.3559
Highest occupied orbital energy in eV: -9.218
Total charge: 0
SMILES: N[C@@H](C=O)CSS
Calculated total energy in eV: -28431.760

Geometry (Å):
N  0.826  -0.309  1.708
C  0.862  -0.173  0.206
C  0.927  -1.636  -0.224
O  1.816  -2.130  -0.845
C  -0.460  0.458  -0.165
S  -0.674  1.017  -1.900
S  -2.304  2.189  -1.572
H  0.932  0.632  2.046
H  1.528  -0.914  2.092
H  1.731  0.436  -0.002
H  0.025  -2.150  0.144
H  -1.295  -0.209  0.049
H  -0.556  1.293  0.537
H  -3.359  1.498  -2.072

Results of the Mulliken charge analysis, in e, for atoms 1 through 5: N -0.71; C 0.41; C -0.18; O -0.46; C -0.83

A 2-piece molecular cluster, C3H7NOSi overall, computed with wB97M-V/def2-TZVPD.

Output
Energy relative to the best compared isomer or geometry (same formula, charge and spin) in kJ/mol: 354.9
Gap between HOMO and LUMO in Eh: 0.2877
Highest occupied orbital energy in eV: -10.693
Total charge: 0
Calculated total energy in eV: -14635.974

Geometry (Å):
C  3.789  0.140  0.108
C  -0.613  1.282  -0.193
C  0.815  -1.333  0.712
N  4.652  -0.542  0.345
O  2.078  1.127  -0.017
Si  0.865  0.187  -0.496
H  -1.059  1.265  0.792
H  -0.389  2.284  -0.570
H  -1.428  1.053  -0.958
H  0.520  -1.021  1.722
H  -0.057  -1.979  0.348
H  1.755  -1.810  0.607
H  0.871  -0.302  -1.797

Results of the Mulliken charge analysis, in e, for atoms 1 through 5: C 0.23; C -0.96; C -1.00; N -0.24; O -0.22

A 2-piece molecular cluster, C3H7NS overall, computed with wB97M-V/def2-TZVPD.

Output
Energy relative to the best compared isomer or geometry (same formula, charge and spin) in kJ/mol: 249.6
Gap between HOMO and LUMO in Eh: 0.3630
Highest occupied orbital energy in eV: -8.979
Total charge: 0
SMILES: C=NS.C=C
Calculated total energy in eV: -15547.058

Geometry (Å):
C  0.766  -1.007  0.372
N  0.366  -1.359  1.513
S  0.769  -0.256  2.800
H  1.278  -0.071  0.203
H  0.673  -1.606  -0.594
H  -0.255  -0.544  3.545
C  -1.267  0.192  -0.660
C  -0.541  0.885  -1.519
H  -1.321  0.472  0.434
H  -1.754  -0.792  -0.915
H  -0.712  0.603  -2.534
H  0.091  1.721  -1.193

Results of the Mulliken charge analysis, in e, for atoms 1 through 5: C -0.33; N -0.38; S -0.13; H 0.31; H 0.34

One molecule with the formula C3H7NS, computed with wB97M-V/def2-TZVPD.

Output
Energy relative to the best compared isomer or geometry (same formula, charge and spin) in kJ/mol: 442.7
Gap between HOMO and LUMO in Eh: 0.3390
Highest occupied orbital energy in eV: -8.682
Total charge: 0
SMILES: SC1CNC1
Calculated total energy in eV: -15545.057

Geometry (Å):
S  -0.116  1.667  -0.398
C  0.473  0.135  0.423
C  -0.695  -0.789  0.993
N  -0.244  -1.927  -0.056
C  0.814  -1.112  -0.504
H  -0.554  2.896  0.466
H  1.276  0.823  1.077
H  -1.486  -0.143  0.656
H  -0.840  -1.316  1.981
H  -0.976  -2.536  -0.729
H  0.810  -0.923  -1.771
H  1.777  -1.388  -0.383

Results of the Mulliken charge analysis, in e, for atoms 1 through 5: S -0.33; C -0.01; C -0.38; N -0.43; C -0.53

One molecule with the formula C3H7NS2, computed with wB97M-V/def2-TZVPD.

Output
Energy relative to the best compared isomer or geometry (same formula, charge and spin) in kJ/mol: 322.6
Gap between HOMO and LUMO in Eh: 0.3013
Highest occupied orbital energy in eV: -8.558
Total charge: 0
Calculated total energy in eV: -26381.832

Geometry (Å):
C  0.131  0.572  -1.360
C  1.186  1.095  -0.412
C  -0.652  -0.675  -0.921
N  2.128  -1.476  0.067
S  1.911  -0.185  0.718
S  -1.146  -0.650  0.707
H  -0.523  1.329  -1.546
H  0.497  0.412  -2.418
H  1.911  1.633  -1.007
H  0.671  1.714  0.387
H  -1.521  -0.895  -1.694
H  0.114  -1.421  -0.944
H  -0.613  -1.736  1.044

Results of the Mulliken charge analysis, in e, for atoms 1 through 5: C -0.56; C -0.70; C -0.77; N -0.36; S 0.23

One molecule with the formula C3H7NS2, computed with wB97M-V/def2-TZVPD.

Output
Energy relative to the best compared isomer or geometry (same formula, charge and spin) in kJ/mol: 214.7
Gap between HOMO and LUMO in Eh: 0.3083
Highest occupied orbital energy in eV: -8.455
Total charge: 0
SMILES: CCN(S)C=S
Calculated total energy in eV: -26382.950

Geometry (Å):
C  -0.674  1.513  0.289
C  -0.197  0.524  -0.681
N  0.179  -0.835  -0.213
S  -1.033  -1.918  -0.147
C  1.429  -1.239  0.147
S  3.024  -0.586  -0.095
H  -0.012  2.068  1.036
H  -1.592  1.043  0.842
H  -1.108  2.450  -0.238
H  0.762  0.918  -1.160
H  -1.102  0.350  -1.367
H  -1.299  -1.971  1.295
H  1.625  -2.318  0.290

Results of the Mulliken charge analysis, in e, for atoms 1 through 5: C -0.90; C -0.35; N 0.05; S -0.15; C -0.17

One molecule with the formula C3H7NS2, computed with wB97M-V/def2-TZVPD.

Output
Energy relative to the best compared isomer or geometry (same formula, charge and spin) in kJ/mol: 78.2
Gap between HOMO and LUMO in Eh: 0.3260
Highest occupied orbital energy in eV: -8.000
Total charge: 0
SMILES: CS/C=N/SC
Calculated total energy in eV: -26384.365

Geometry (Å):
C  0.809  -0.035  2.402
S  -0.414  1.201  1.931
C  -0.631  0.805  0.242
N  0.014  -0.137  -0.316
S  -0.288  -0.414  -1.982
C  0.845  -1.790  -2.215
H  0.399  -1.005  2.245
H  1.013  0.128  3.465
H  1.738  0.061  1.816
H  -1.357  1.481  -0.237
H  0.757  -2.115  -3.264
H  0.565  -2.608  -1.563
H  1.874  -1.472  -1.998

Results of the Mulliken charge analysis, in e, for atoms 1 through 5: C -0.79; S -0.04; C -0.01; N -0.26; S -0.03

A 2-piece molecular cluster, C3H7O overall, computed with wB97M-V/def2-TZVPD.

Output
Energy relative to the best compared isomer or geometry (same formula, charge and spin) in kJ/mol: 129.8
Gap between HOMO and LUMO in Eh: 0.2155
Highest occupied orbital energy in eV: -1.028
Total charge: -1
Calculated total energy in eV: -5270.344

Geometry (Å):
O  1.008  2.237  0.084
H  0.716  1.734  0.855
C  -1.538  -0.278  -0.152
C  -0.408  -0.921  0.315
C  0.835  -1.133  -0.275
H  -2.451  -0.184  0.427
H  0.904  1.661  -0.682
H  -1.498  0.398  -1.002
H  -0.429  -1.123  1.399
H  1.734  -1.155  0.345
H  1.128  -1.237  -1.313

Results of the Mulliken charge analysis, in e, for atoms 1 through 5: O -0.74; H 0.33; C -0.67; C -0.25; C -1.10

An isolated ion of composition C3H7O and charge -1, computed with wB97M-V/def2-TZVPD.

Output
Energy relative to the best compared isomer or geometry (same formula, charge and spin) in kJ/mol: 158.0
Gap between HOMO and LUMO in Eh: 0.2492
Highest occupied orbital energy in eV: -2.047
Total charge: -1
SMILES: CCC[O-]
Calculated total energy in eV: -5270.051

Geometry (Å):
C  1.107  -0.161  -0.524
C  0.012  0.831  -0.101
C  -1.047  -0.282  0.557
O  -1.531  -1.112  -0.322
H  1.903  -0.003  -1.161
H  0.617  -1.089  -0.857
H  1.553  -0.557  0.464
H  0.195  1.515  0.618
H  -0.472  1.143  -0.975
H  -0.414  -0.682  1.197
H  -1.922  0.395  1.104

Results of the Mulliken charge analysis, in e, for atoms 1 through 5: C -1.04; C -0.66; C -0.56; O -0.84; H 0.39

An isolated ion of composition C3H7O and charge +1, computed with wB97M-V/def2-TZVPD.

Output
Energy relative to the best compared isomer or geometry (same formula, charge and spin) in kJ/mol: 533.9
Gap between HOMO and LUMO (spin up / spin down) in Eh: 0.3179 / 0.3669
Highest occupied orbital energy (spin up / spin down) in eV: -14.326 / -15.130
Total charge: +1
Calculated total energy in eV: -5257.976

Geometry (Å):
C  -0.768  -1.476  0.128
C  -0.620  1.160  0.546
C  1.006  0.229  -0.597
O  -0.189  -0.128  0.325
H  -0.031  -2.240  0.033
H  -1.683  -1.535  0.701
H  -0.026  2.024  0.429
H  -1.615  1.151  0.733
H  1.537  1.025  -0.125
H  1.722  -0.580  -0.622
H  0.667  0.371  -1.551

Results of the Mulliken charge analysis, in e, for atoms 1 through 5: C -0.30; C -0.33; C -0.82; O 0.04; H 0.30

A 3-piece molecular cluster, C3H7O2 overall, computed with wB97M-V/def2-TZVPD.

Output
Energy relative to the best compared isomer or geometry (same formula, charge and spin) in kJ/mol: 406.3
Gap between HOMO and LUMO in Eh: 0.2085
Highest occupied orbital energy in eV: -2.255
Total charge: -1
Calculated total energy in eV: -7316.741

Geometry (Å):
C  0.429  -1.517  -2.704
O  1.334  -2.331  -2.983
H  -0.627  -1.617  -3.139
H  0.680  -0.678  -1.988
H  4.298  2.323  1.475
C  -2.013  -0.354  1.014
C  -1.279  0.668  1.662
O  -0.791  1.761  1.111
H  -2.683  -1.001  1.659
H  -2.380  -0.383  -0.062
H  -0.796  0.213  2.549
H  3.830  2.917  1.407

Results of the Mulliken charge analysis, in e, for atoms 1 through 5: C -0.01; O -0.45; H 0.20; H 0.25; H 0.00